1.
150
Properties=species:S:1:pos:R:3:forces:R:3:lowdin_charge:R:1 method="wB97M-V/def2-TZVPD" homo_lumo_gap_ev=6.473 smiles="Cc1cc(P(O)Cl)c(P(=O)(O)O)c2c1C(=O)N(P(O)Cl)C2=O.O=C1C=CC(=O)C=C1.O=C1C=CC(=O)C=C1.O=C1C=CC(=O)C=C1.O=C1C=CC(=O)C=C1.O=C1C=CC(=O)C=C1.O=C1C=CC(=O)C=C1.O=C1C=CC(=O)C=C1.O=C1C=CC(=O)C=C1.O=C1C=CC(=O)C=C1.O=C1C=CC(=O)C=C1" e_lumo_ev=-2.0729
C 4.4988 -3.6824 -3.4125 -0.382 -0.649 -0.534 -0.010
C 3.5380 -2.5263 -3.5228 1.072 -0.761 0.107 -0.175
C 2.1898 -2.6987 -3.2809 0.291 -0.349 -0.019 -0.060
C 1.3023 -1.6480 -3.3427 -1.039 -1.179 1.482 -0.344
P -0.4997 -1.9959 -3.0048 -1.671 1.166 -1.608 0.663
O -0.7916 -1.2543 -1.5718 0.916 -1.126 -0.192 -0.315
Cl -0.6819 -4.0787 -2.6346 0.872 0.153 0.506 0.235
C 1.7214 -0.3649 -3.6460 0.189 1.146 -0.424 -0.184
P 0.5732 1.0284 -3.6743 -1.487 1.021 -0.120 0.505
O -0.8453 0.6404 -3.7553 0.119 -0.843 0.136 -0.319
O 0.8530 2.0446 -4.8662 0.447 -0.260 0.460 -0.094
O 0.8437 1.8403 -2.3050 0.835 -0.669 -0.887 -0.102
C 3.0668 -0.1998 -3.9050 0.967 0.395 -0.357 -0.054
C 3.9657 -1.2608 -3.8423 0.228 0.827 -0.387 -0.031
C 5.3654 -0.7638 -4.1404 -0.095 -0.993 0.417 -0.396
O 6.3734 -1.4185 -4.2531 -0.611 0.821 0.133 0.118
N 5.2660 0.6455 -4.2531 -0.784 1.180 0.868 -0.129
P 6.0539 1.5978 -3.0127 2.030 -0.619 0.138 0.611
O 4.7903 1.9279 -2.0181 -0.102 0.214 -0.827 -0.313
Cl 6.5829 3.3490 -4.0205 -0.692 -0.312 0.230 0.197
C 3.8663 1.0322 -4.2843 -0.300 -0.006 -0.775 -0.407
O 3.5322 2.1376 -4.6001 -0.053 -0.730 0.492 0.120
H 4.6228 -4.0461 -2.3881 -0.007 0.282 -0.031 0.094
H 5.4690 -3.4814 -3.8613 -0.089 0.144 0.225 0.070
H 4.0594 -4.5210 -3.9705 0.099 0.062 0.139 0.092
H 1.8435 -3.6944 -3.0244 -0.061 0.113 0.006 0.070
H -0.2139 -1.6313 -0.8887 -0.022 0.403 0.399 0.026
H 0.0821 2.0321 -5.4606 0.077 0.038 -0.104 0.070
H 1.2554 1.1816 -1.7243 -0.045 0.428 0.508 0.079
H 5.0768 2.4985 -1.2940 0.001 -0.015 0.034 0.059
O 0.2382 3.1156 0.9749 0.090 -0.011 0.001 0.083
C -0.6267 3.9258 0.7029 -0.075 0.021 -0.049 -0.362
C -1.2700 4.7470 1.7562 -0.034 0.078 0.138 0.027
C -2.2179 5.6310 1.4527 0.062 -0.060 -0.017 0.027
C -2.6680 5.8310 0.0510 -0.067 0.053 -0.028 -0.386
O -3.5302 6.6378 -0.2231 0.021 -0.019 0.018 0.108
C -2.0204 5.0068 -1.0001 0.037 -0.030 0.059 0.029
C -1.0725 4.1243 -0.6956 -0.015 -0.016 -0.149 0.032
H -0.9264 4.5860 2.7717 0.025 -0.070 -0.045 0.101
H -2.7022 6.2412 2.2046 -0.024 0.017 -0.032 0.123
H -2.3601 5.1658 -2.0157 -0.023 0.031 0.016 0.123
H -0.5834 3.5136 -1.4431 0.023 -0.041 0.024 0.098
O 0.4909 3.5686 4.3953 -0.307 0.373 0.140 0.081
C 1.6906 3.7291 4.4956 0.138 1.099 0.387 -0.428
C 2.3824 3.5700 5.7983 -0.022 0.154 0.105 0.025
C 3.6964 3.7451 5.9038 -0.240 0.156 -0.003 0.027
C 4.5248 4.1055 4.7284 0.149 -0.089 0.062 -0.387
O 5.7232 4.2635 4.8239 -0.062 0.108 0.040 0.103
C 3.8332 4.2651 3.4276 -0.140 0.075 -0.028 0.033
C 2.5192 4.0895 3.3181 0.076 0.322 -0.114 0.015
H 1.7642 3.3064 6.6474 0.000 0.035 0.000 0.116
H 4.2194 3.6337 6.8435 0.027 -0.010 -0.016 0.106
H 4.4550 4.5285 2.5813 0.044 0.001 0.024 0.128
H 1.9964 4.1985 2.3762 -0.064 -0.072 0.022 0.112
O 12.0613 4.2732 7.0801 0.007 -0.015 -0.010 0.103
C 11.2692 3.8243 6.2793 0.026 0.059 0.074 -0.391
C 9.8391 4.2143 6.3066 -0.053 -0.051 -0.070 0.020
C 8.9690 3.7197 5.4289 -0.051 0.058 0.068 0.028
C 9.3963 2.7563 4.3827 -0.023 0.015 0.003 -0.382
O 8.6083 2.3050 3.5799 0.009 -0.031 -0.027 0.105
C 10.8283 2.3659 4.3555 0.078 -0.003 0.023 0.018
C 11.6957 2.8614 5.2338 -0.001 -0.063 -0.076 0.018
H 9.5479 4.9182 7.0760 0.043 0.006 0.011 0.120
H 7.9209 3.9914 5.4325 -0.014 -0.036 -0.061 0.093
H 11.1210 1.6622 3.5865 -0.040 0.001 -0.016 0.120
H 12.7436 2.5895 5.2297 0.007 0.029 0.037 0.121
O -7.7284 -4.9294 -1.7736 0.017 0.019 0.005 0.096
C -6.6947 -4.3358 -2.0035 0.023 -0.031 -0.005 -0.367
C -5.4854 -5.0507 -2.4756 0.011 -0.036 -0.076 0.013
C -4.3520 -4.4007 -2.7221 -0.035 -0.053 -0.036 0.014
C -4.2493 -2.9347 -2.5357 0.052 -0.009 -0.002 -0.369
O -3.2145 -2.3422 -2.7560 -0.507 0.095 0.063 0.002
C -5.4605 -2.2167 -2.0657 -0.080 0.018 0.028 0.032
C -6.5950 -2.8669 -1.8201 0.010 0.069 0.032 0.027
H -5.5775 -6.1210 -2.6028 -0.033 0.000 0.054 0.122
H -3.4587 -4.9057 -3.0646 0.035 0.034 -0.004 0.094
H -5.3660 -1.1460 -1.9353 0.034 -0.003 -0.022 0.122
H -7.4892 -2.3619 -1.4761 -0.018 -0.026 -0.011 0.123
O 0.6758 -2.1506 -6.2843 0.188 0.004 0.028 0.096
C -0.1243 -2.6113 -7.0703 -0.114 0.055 0.047 -0.372
C -1.5401 -2.1710 -7.0593 -0.127 0.065 0.003 0.029
C -2.4241 -2.6742 -7.9170 0.037 0.040 0.057 0.024
C -2.0302 -3.6944 -8.9197 -0.070 -0.006 -0.026 -0.387
O -2.8343 -4.1518 -9.7023 0.014 -0.011 -0.005 0.108
C -0.6118 -4.1341 -8.9286 0.079 0.006 0.037 0.023
C 0.2718 -3.6310 -8.0710 0.015 -0.061 -0.049 0.023
H -1.8061 -1.4252 -6.3185 0.072 -0.029 0.060 0.117
H -3.4624 -2.3675 -7.9255 -0.010 -0.029 -0.035 0.122
H -0.3436 -4.8794 -9.6665 -0.046 0.003 -0.017 0.122
H 1.3102 -3.9375 -8.0615 0.007 0.028 0.028 0.121
O -1.6988 2.3728 -7.1422 0.054 -0.052 0.081 0.098
C -2.8103 2.1747 -6.6857 -0.002 0.008 -0.032 -0.373
C -2.9933 1.8746 -5.2526 -0.113 0.225 0.047 0.016
C -4.2005 1.6518 -4.7405 -0.002 -0.011 -0.052 0.035
C -5.4144 1.6985 -5.5895 -0.020 -0.044 0.074 -0.387
O -6.5175 1.4977 -5.1277 -0.010 -0.007 -0.038 0.104
C -5.2287 2.0018 -7.0335 0.065 0.011 -0.045 0.023
C -4.0191 2.2234 -7.5422 -0.029 0.009 -0.113 0.020
H -2.0928 1.8443 -4.6562 -0.157 -0.092 0.054 0.072
H -4.3516 1.4280 -3.6919 -0.003 -0.001 -0.001 0.123
H -6.1259 2.0311 -7.6388 -0.024 -0.006 0.038 0.122
H -3.8615 2.4459 -8.5902 0.025 0.001 0.006 0.121
O -12.3873 -3.2080 -1.7863 -0.018 0.005 0.014 0.104
C -12.1816 -4.2428 -1.1882 0.020 0.009 -0.021 -0.385
C -10.8316 -4.8550 -1.1476 -0.039 0.021 -0.010 0.018
C -10.6084 -5.9909 -0.4926 0.044 0.016 -0.009 0.023
C -11.6990 -6.6929 0.2262 0.048 -0.039 0.008 -0.387
O -11.4964 -7.7275 0.8256 -0.027 0.003 0.011 0.103
C -13.0509 -6.0806 0.1859 -0.063 0.058 -0.020 0.017
C -13.2743 -4.9447 -0.4691 -0.057 -0.052 0.047 0.017
H -10.0463 -4.3319 -1.6753 0.011 -0.017 0.005 0.098
H -9.6292 -6.4511 -0.4539 0.002 0.004 -0.010 0.116
H -13.8343 -6.6077 0.7156 0.031 -0.032 0.012 0.120
H -14.2522 -4.4819 -0.5098 0.017 0.031 -0.026 0.120
O 5.4767 6.0779 12.6088 0.008 -0.001 -0.002 0.115
C 4.6961 5.6285 11.7997 0.032 0.034 0.057 -0.385
C 3.2647 6.0192 11.8093 -0.088 -0.008 -0.040 0.024
C 2.4080 5.5228 10.9209 0.003 0.056 0.066 0.022
C 2.8464 4.5598 9.8823 -0.068 -0.017 -0.025 -0.376
O 2.0615 4.1108 9.0723 0.079 -0.017 -0.015 0.098
C 4.2772 4.1683 9.8724 0.038 0.024 0.026 0.018
C 5.1348 4.6639 10.7602 0.007 -0.065 -0.086 0.027
H 2.9633 6.7237 12.5738 0.045 0.000 0.016 0.123
H 1.3602 5.7949 10.9121 -0.006 -0.029 -0.038 0.123
H 4.5795 3.4628 9.1092 -0.024 -0.030 0.017 0.110
H 6.1823 4.3910 10.7688 0.005 0.026 0.038 0.124
O 4.2086 1.4676 4.3301 0.227 -0.317 -0.093 0.118
C 3.5097 0.9024 3.5172 -0.130 -0.188 -0.116 -0.338
C 2.0643 1.2070 3.4025 0.185 -0.352 0.043 0.030
C 1.2957 0.5881 2.5124 -0.100 -0.002 0.053 0.048
C 1.8524 -0.4344 1.5961 -0.094 0.120 0.090 -0.362
O 1.1421 -0.9938 0.7846 0.055 -0.113 -0.202 0.092
C 3.2984 -0.7437 1.7071 0.079 0.012 -0.007 0.027
C 4.0683 -0.1225 2.5979 0.039 -0.067 -0.062 0.040
H 1.6746 1.9548 4.0797 0.046 -1.261 -0.372 0.078
H 0.2382 0.7988 2.4147 0.033 0.015 -0.036 0.128
H 3.6854 -1.4940 1.0288 -0.026 -0.008 -0.012 0.121
H 5.1261 -0.3312 2.6958 0.017 0.027 0.027 0.126
O -0.8981 -4.5878 3.1962 -0.001 0.009 -0.006 0.107
C -1.6901 -5.0742 2.4186 0.052 0.027 0.034 -0.386
C -3.1151 -4.6598 2.4094 -0.084 0.005 -0.042 0.024
C -3.9839 -5.1957 1.5562 0.003 0.069 0.050 0.024
C -3.5650 -6.2284 0.5777 -0.018 -0.028 -0.028 -0.381
O -4.3569 -6.7123 -0.2031 0.004 -0.018 0.012 0.097
C -2.1413 -6.6429 0.5864 0.079 0.005 0.024 0.021
C -1.2721 -6.1075 1.4392 -0.015 -0.054 -0.070 0.021
H -3.4014 -3.9045 3.1301 0.044 0.001 0.015 0.123
H -5.0274 -4.9070 1.5338 -0.009 -0.034 -0.028 0.123
H -1.8551 -7.3975 -0.1353 -0.042 0.003 -0.017 0.123
H -0.2290 -6.3958 1.4605 0.007 0.033 0.030 0.122

2.
97
Properties=species:S:1:pos:R:3:forces:R:3:lowdin_charge:R:1 method="wB97M-V/def2-TZVPD" multiplicity=2 s2=0.77 homo_lumo_gap_ev="4.993 / 5.229" e_lumo_ev="-4.3261 / -4.0925" total_charge=+1
Ti -1.6224 0.4887 -2.0391 -0.157 -0.443 2.179 1.119
O 2.1226 0.8128 -4.2702 -0.187 -0.327 -0.262 0.074
C 2.6069 1.8648 -3.5853 0.002 0.470 0.417 -0.246
C 3.9488 2.1992 -3.7648 -0.150 -0.110 -0.104 -0.003
C 4.4965 3.2746 -3.0998 -0.129 -0.089 0.040 -0.058
C 3.7248 4.0397 -2.2286 0.008 0.107 0.067 -0.072
C 2.4032 3.7189 -2.0297 0.028 -0.149 -0.160 -0.012
C 1.8203 2.6347 -2.7017 0.237 -0.207 -0.171 -0.070
C 0.4340 2.2873 -2.4377 -0.707 1.185 0.792 -0.356
O -0.0788 1.2051 -2.9326 1.058 0.299 -1.060 -0.158
N -0.3241 3.0642 -1.6807 1.443 0.644 -0.232 0.109
N -1.5238 2.4989 -1.5211 -1.250 0.458 0.170 -0.071
C -2.4856 3.1339 -0.9381 1.018 0.231 -0.224 -0.019
C -3.7601 2.4662 -0.8827 -0.913 -0.247 0.080 -0.246
C -4.9070 3.0460 -0.3313 0.422 -0.175 -0.234 0.019
C -6.0953 2.3404 -0.3724 0.051 -0.276 -0.178 -0.028
C -6.1128 1.0905 -0.9816 0.178 0.105 0.124 -0.021
C -4.9210 0.5732 -1.4760 -0.277 -0.205 -0.136 -0.088
N -3.7723 1.2300 -1.4212 0.043 0.521 0.142 0.042
H 1.1667 0.7371 -4.0788 0.259 0.083 0.110 0.077
H 4.5331 1.6049 -4.4491 0.079 -0.078 -0.067 0.121
H 5.5369 3.5164 -3.2526 0.100 0.042 -0.034 0.111
H 4.1617 4.8820 -1.7160 0.035 0.057 0.071 0.107
H 1.7842 4.2825 -1.3522 -0.053 0.113 0.073 0.104
H -2.3437 4.1301 -0.5289 0.069 -0.063 -0.063 0.150
H -4.8546 4.0276 0.1130 0.058 0.065 0.052 0.126
H -6.9977 2.7504 0.0569 -0.028 0.064 -0.011 0.119
H -7.0270 0.5213 -1.0618 0.017 -0.054 0.011 0.114
H -4.8839 -0.4098 -1.9367 -0.033 0.049 0.061 0.131
O 1.8353 -2.2349 -1.5698 -0.282 -0.083 -0.639 0.172
C 0.7751 -1.5138 -1.8985 0.439 1.413 2.542 -0.418
O 0.3807 -0.5742 -1.1889 0.089 -0.989 -2.144 -0.080
C 0.0913 -1.8457 -3.1455 -0.198 -0.484 -1.035 -0.134
C 0.5303 -2.7731 -4.0873 -0.426 0.484 0.256 0.074
C -0.1591 -2.8511 -5.3025 -0.001 -0.003 0.247 -0.002
C -1.2031 -1.9913 -5.5606 -0.320 0.471 0.500 0.052
C -1.5806 -1.0576 -4.5653 1.362 -1.041 0.331 -0.130
N -0.9500 -1.0380 -3.3659 -0.181 -0.592 -1.285 0.072
C -2.5341 0.0025 -4.6196 -1.017 1.322 -0.243 -0.348
O -3.3198 0.2406 -5.6821 0.452 -0.105 0.784 0.181
O -2.6323 0.7624 -3.6082 -0.984 -0.976 -2.891 -0.020
H 2.2454 -1.9177 -0.7427 -0.284 0.136 0.046 0.117
H 1.3840 -3.3965 -3.8862 0.120 -0.054 0.089 0.134
H 0.1377 -3.5814 -6.0385 0.039 -0.013 -0.103 0.125
H -1.7198 -2.0401 -6.5078 -0.007 0.042 -0.092 0.123
H -3.1584 -0.3968 -6.3924 -0.016 0.085 0.090 0.125
C 6.4183 -2.5715 3.5454 0.047 0.007 -0.003 -0.044
C 5.0321 -2.2588 3.0796 -0.110 0.076 -0.082 -0.264
C 3.9489 -3.0402 3.4524 0.053 0.091 -0.041 -0.010
C 2.6613 -2.7440 3.0329 -0.118 0.002 0.025 -0.322
C 1.5313 -3.6375 3.4420 0.001 -0.004 0.077 -0.095
C 2.4417 -1.6301 2.2178 -0.397 -0.030 -0.071 -0.373
Te 0.4130 -1.1506 1.6461 1.143 -0.082 1.347 1.615
N -1.9385 0.3920 0.1826 0.377 -0.775 -1.240 0.038
C -2.4008 -0.8297 -0.0400 -0.448 -0.169 1.386 -0.489
O -2.3006 -1.2356 -1.2297 -0.146 -0.675 -0.027 -0.049
C -2.9538 -1.6823 1.0316 -0.182 -0.288 0.008 -0.180
C -2.4064 -2.9520 1.2148 -0.178 -0.017 -0.159 -0.085
C -2.7921 -3.7209 2.2975 -0.018 0.021 -0.071 -0.062
C -3.7767 -3.2577 3.1563 -0.023 0.086 -0.006 -0.059
C -4.3694 -2.0249 2.9369 -0.053 0.021 0.054 -0.054
C -3.9452 -1.2208 1.8930 0.094 0.037 -0.119 -0.016
C 0.4749 0.9099 2.2053 0.004 -0.410 -0.222 -0.435
C 0.5527 1.8841 1.2245 0.189 -0.005 -0.163 -0.180
C 0.4698 3.2236 1.5610 0.062 0.076 -0.102 -0.087
C 0.3113 3.5873 2.8853 -0.014 0.020 0.010 -0.068
C 0.2240 2.6113 3.8605 0.020 0.044 -0.001 -0.043
C 0.2834 1.2624 3.5392 0.111 -0.124 0.082 -0.321
C 0.1125 0.2283 4.6068 -0.048 0.022 0.105 -0.075
C 3.5281 -0.8733 1.7741 -0.141 0.078 -0.203 -0.300
C 3.3820 0.2615 0.8025 0.084 0.100 0.006 -0.066
C 4.8010 -1.1894 2.2285 -0.038 -0.160 0.093 -0.014
H 6.4208 -3.4185 4.2245 0.053 -0.080 0.067 0.076
H 6.8504 -1.7152 4.0592 0.078 0.042 0.058 0.085
H 7.0597 -2.8057 2.6973 0.096 -0.037 -0.021 0.085
H 4.1113 -3.8981 4.0882 0.004 -0.129 0.085 0.116
H 1.9034 -4.4864 4.0091 -0.025 -0.093 0.030 0.079
H 1.0101 -4.0099 2.5586 -0.118 -0.096 0.056 0.063
H 0.8125 -3.0926 4.0550 -0.108 -0.031 -0.009 0.065
H -1.6714 -3.3161 0.5096 0.082 -0.012 0.040 0.107
H -2.3262 -4.6753 2.4853 0.036 -0.131 -0.076 0.111
H -4.0880 -3.8593 3.9963 -0.021 -0.067 0.075 0.111
H -5.1562 -1.6794 3.5898 -0.047 0.040 0.068 0.111
H -4.3939 -0.2494 1.7408 0.010 0.071 0.035 0.110
H 0.6641 1.6013 0.1837 0.066 0.014 0.110 0.073
H 0.5188 3.9716 0.7851 0.000 0.091 -0.117 0.088
H 0.2348 4.6283 3.1620 0.028 0.097 0.007 0.107
H 0.0899 2.8981 4.8928 -0.043 0.020 0.119 0.113
H 0.0030 0.6989 5.5802 0.034 0.015 0.094 0.080
H 0.9724 -0.4420 4.6307 -0.036 -0.098 0.074 0.069
H -0.7848 -0.3637 4.4107 0.076 -0.067 0.049 0.068
H 2.4768 0.1700 0.1999 0.020 0.070 0.022 0.022
H 4.2404 0.2994 0.1342 0.095 0.033 -0.038 0.086
H 3.3317 1.2130 1.3318 -0.093 0.095 -0.070 0.095
H 5.6350 -0.5878 1.9006 0.159 0.117 -0.092 0.123
N -2.5416 1.8499 2.0669 -0.235 0.215 0.202 0.254
C -2.2302 1.1255 1.2270 -0.390 0.299 0.648 -0.378

Listing strongest force on any atom for the structures above in their given order: 0.05048; 0.06235 hartree/bohr.